Molecular formula: C27H58N3OP2
Method: DFT, ωB97M-V/def2-TZVPD

Structure (ORCA input):
```
! RIJCOSX wB97M-V def2-TZVPD def2/J DEFGRID3
* xyz -1 1
C 2.621 -3.192 3.413
C 2.312 -3.638 1.994
O 0.978 -4.073 1.891
C 0.682 -4.588 0.612
C -0.759 -4.322 0.162
C -1.315 -2.915 0.438
C -2.460 -2.915 1.462
C -3.217 -1.576 1.626
P -2.266 0.064 2.032
N -3.125 0.283 3.621
C -1.116 1.593 2.218
C 0.335 1.283 1.765
C 0.875 2.360 0.781
C 0.608 1.900 -0.666
C 0.026 2.986 -1.613
C 0.848 3.148 -2.911
C 0.278 2.493 -4.195
C -0.721 1.350 -4.011
C -0.166 0.014 -3.519
C 0.936 -0.637 -4.398
C 2.123 -1.080 -3.516
C 3.163 0.041 -3.504
N 4.140 -0.041 -2.428
C 4.054 -0.625 -1.197
C 5.230 -0.399 -0.580
C 6.065 0.357 -1.422
C 5.349 0.565 -2.559
C -3.683 1.032 1.158
C -4.085 2.494 1.437
C -3.839 3.174 2.779
C -3.569 3.466 0.321
P -0.686 -1.040 3.316
N -0.076 -0.163 4.535
H 3.697 -3.225 3.584
H 2.148 -3.841 4.146
H 2.304 -2.173 3.618
H 2.531 -2.801 1.319
H 3.011 -4.449 1.754
H 0.825 -5.677 0.602
H 1.368 -4.173 -0.132
H -0.717 -4.437 -0.923
H -1.425 -5.106 0.518
H -0.549 -2.179 0.657
H -1.784 -2.586 -0.493
H -2.187 -3.430 2.382
H -3.195 -3.584 0.994
H -4.021 -1.689 2.355
H -3.641 -1.406 0.637
H -1.530 -0.174 0.781
H -3.076 -0.548 4.200
H -2.732 1.038 4.168
H -1.034 2.020 3.218
H -1.417 2.407 1.556
H 0.971 1.308 2.648
H 0.384 0.342 1.218
H 0.429 3.330 0.982
H 1.955 2.415 0.926
H -0.084 1.058 -0.693
H 1.550 1.528 -1.071
H -1.038 2.850 -1.777
H 0.127 3.922 -1.066
H 0.918 4.218 -3.113
H 1.865 2.837 -2.687
H 1.125 2.090 -4.751
H -0.181 3.250 -4.828
H -1.569 1.625 -3.389
H -1.153 1.156 -4.998
H 0.195 0.048 -2.495
H -1.006 -0.678 -3.515
H 1.282 0.009 -5.202
H 0.532 -1.555 -4.816
H 2.602 -1.946 -3.976
H 1.794 -1.355 -2.520
H 2.617 0.984 -3.442
H 3.652 0.047 -4.472
H 3.187 -1.150 -0.850
H 5.504 -0.734 0.404
H 7.057 0.725 -1.247
H 5.569 1.085 -3.474
H -4.574 0.429 1.316
H -3.494 0.928 0.083
H -5.167 2.565 1.300
H -2.809 3.475 2.957
H -4.179 2.594 3.632
H -4.428 4.096 2.803
H -2.842 4.149 0.763
H -4.383 4.040 -0.115
H -3.047 2.932 -0.470
H -1.347 -2.116 3.973
H 0.417 -1.513 2.566
H -0.303 -0.595 5.422
*
```

- Total energy: -54031.8543 eV
- LUMO: 2.54 eV
- HOMO level: -3.263 eV
- Orbital gap: 5.803 eV

***

Molecular formula: C42H77BrFN4O3
Method: DFT, ωB97M-V/def2-TZVPD

Structure (ORCA input):
```
! RIJCOSX wB97M-V def2-TZVPD def2/J DEFGRID3
* xyz 1 1
C 0.078 -0.193 2.279
O 0.449 -1.164 3.244
C -0.410 -2.271 3.310
C 0.190 -3.530 2.651
C -0.737 -4.707 2.932
C -0.258 -6.029 2.305
C -0.557 -6.062 0.819
C -1.764 -5.682 0.344
C -1.944 -5.692 -1.051
C -3.267 -5.269 -1.646
C -4.418 -5.337 -0.629
C -5.768 -5.617 -1.325
Br -4.569 -3.649 0.344
N -0.906 -6.079 -1.782
C -1.036 -6.035 -3.268
C -0.911 -4.564 -3.768
O 0.379 -4.218 -4.157
C 1.228 -3.797 -3.091
C 1.365 -2.281 -3.021
O 0.046 -1.784 -2.883
C -0.054 -0.448 -2.529
C 0.780 0.212 -1.684
C 0.561 1.535 -1.365
C -0.502 2.202 -1.894
C -0.835 3.668 -1.553
C -2.318 3.647 -1.069
C -0.034 4.188 -0.352
C -0.817 4.588 -2.801
C 0.542 5.129 -3.292
C 0.953 6.451 -2.602
C 1.691 4.111 -3.298
C 0.322 5.515 -4.781
C -1.350 1.541 -2.768
C -1.116 0.235 -3.068
N 0.265 -6.497 -1.355
C 0.437 -6.491 -0.071
F 1.604 -6.891 0.374
H 0.349 0.804 2.635
H -0.995 -0.175 2.064
H 0.641 -0.351 1.351
H -0.585 -2.514 4.365
H -1.397 -2.092 2.862
H 1.187 -3.663 3.080
H 0.303 -3.304 1.582
H -1.746 -4.426 2.613
H -0.797 -4.855 4.014
H 0.829 -6.045 2.410
H -0.647 -6.910 2.821
H -2.551 -5.350 0.998
H -3.171 -4.257 -2.046
H -3.564 -5.901 -2.484
H -4.275 -6.152 0.078
H -6.410 -6.096 -0.584
H -6.232 -4.689 -1.653
H -5.645 -6.332 -2.140
H -0.198 -6.565 -3.716
H -1.952 -6.513 -3.598
H -1.351 -3.867 -3.050
H -1.538 -4.501 -4.664
H 2.192 -4.307 -3.088
H 0.736 -4.068 -2.146
H 1.850 -1.948 -3.945
H 1.986 -2.094 -2.143
H 1.616 -0.297 -1.220
H 1.236 2.046 -0.691
H -2.577 4.573 -0.554
H -2.481 2.816 -0.374
H -3.010 3.476 -1.896
H -0.521 5.039 0.127
H -0.036 3.394 0.403
H 0.997 4.457 -0.575
H -1.415 5.468 -2.529
H -1.380 4.101 -3.603
H 0.192 7.197 -2.851
H 1.856 6.786 -3.120
H 1.089 6.355 -1.527
H 2.548 4.582 -3.793
H 1.411 3.250 -3.912
H 2.036 3.806 -2.311
H 0.203 4.576 -5.334
H -0.588 6.102 -4.913
H 1.202 6.011 -5.196
H -2.196 2.044 -3.210
H -1.787 -0.280 -3.750
C -1.040 12.093 -3.486
C -0.592 11.566 -2.132
N 0.537 10.654 -2.207
C 0.798 9.966 -0.954
C 1.238 10.801 0.255
C 1.710 11.162 -2.899
C 2.365 12.443 -2.365
H -1.289 11.275 -4.164
H -1.930 12.711 -3.362
H -0.278 12.715 -3.957
H -1.434 11.022 -1.694
H -0.393 12.420 -1.467
H 1.544 9.186 -1.133
H -0.113 9.425 -0.677
H 2.280 11.110 0.178
H 1.153 10.203 1.165
H 0.622 11.690 0.392
H 1.441 11.330 -3.945
H 2.462 10.368 -2.939
H 1.632 13.202 -2.091
H 3.008 12.875 -3.136
H 2.997 12.247 -1.501
C 1.595 -9.141 4.364
C 2.074 -7.850 5.010
N 1.172 -7.330 6.022
C 1.512 -5.980 6.448
C 2.845 -5.760 7.170
C 0.824 -8.256 7.091
C 1.963 -8.838 7.938
H 0.601 -9.019 3.927
H 2.282 -9.430 3.568
H 1.560 -9.968 5.074
H 2.157 -7.099 4.217
H 3.091 -8.007 5.397
H 0.703 -5.600 7.078
H 1.500 -5.340 5.556
H 2.809 -6.104 8.202
H 3.074 -4.693 7.199
H 3.676 -6.256 6.668
H 0.269 -9.088 6.651
H 0.102 -7.770 7.751
H 2.820 -9.137 7.334
H 1.610 -9.727 8.464
H 2.304 -8.137 8.697
*
```

- Total energy: -129657.6048 eV
- LUMO: -4.21 eV
- HOMO level: -9.087 eV
- Orbital gap: 4.872 eV

***

Molecular formula: C10H20AlF3NO2PtS
Method: DFT, ωB97M-V/def2-TZVPD

Structure (ORCA input):
```
! RIJCOSX wB97M-V def2-TZVPD def2/J DEFGRID3
* xyz 1 1
C -0.841 -1.133 3.132
Al 0.013 -0.537 1.318
C 1.341 -2.083 0.839
C 2.110 -1.639 -0.563
C 2.227 -2.886 -1.651
S 3.466 -4.156 -1.022
C 1.171 1.137 1.561
C 0.629 2.481 0.797
C 0.928 2.405 -0.825
N 2.342 2.778 -1.265
O 0.040 2.091 -1.771
C -1.333 -0.454 -0.227
C -2.543 0.636 -0.043
O -3.535 0.264 1.013
C -3.456 0.797 -1.435
F -3.703 2.275 -1.621
F -2.744 0.344 -2.654
F -4.802 0.147 -1.308
H -1.496 -2.102 2.901
H -0.011 -1.455 3.922
H -1.487 -0.274 3.627
H 0.681 -3.027 0.610
H 2.108 -2.236 1.717
H 1.521 -0.764 -1.119
H 3.215 -1.297 -0.344
H 1.156 -3.400 -1.747
H 2.521 -2.493 -2.734
H 4.641 -3.435 -0.753
H 2.245 0.897 1.101
H 1.333 1.306 2.732
H 1.298 3.385 1.200
H -0.481 2.775 1.066
H 2.772 3.396 -0.517
H 2.302 3.317 -2.173
H -1.853 -1.526 -0.280
H -0.721 -0.345 -1.226
H -2.191 1.721 0.221
H -4.160 1.071 1.055
Pt -4.702 2.021 -3.533
*
```

- Total energy: -45089.2481 eV
- LUMO: -9.12 eV
- Energy relative to the best compared isomer or geometry (same formula, charge and spin): 186.9 kcal per mole
- HOMO level: -10.981 eV
- Orbital gap: 1.857 eV

***

Molecular formula: C4H12NO5P2
Method: DFT, ωB97M-V/def2-TZVPD

Structure (ORCA input):
```
! RIJCOSX wB97M-V def2-TZVPD def2/J DEFGRID3
* xyz -1 1
C 2.552 -0.964 0.685
C 0.255 -2.089 0.340
C -1.815 2.396 0.119
C 1.058 -0.755 0.376
N 0.544 -0.006 1.480
O -3.271 0.821 -1.728
O 1.500 1.596 -1.053
O -0.772 0.235 -1.240
O 1.400 -0.705 -2.348
O -2.940 -0.032 0.612
P -2.500 0.791 -0.521
P 1.084 0.183 -1.180
H 3.239 -0.204 0.399
H 2.714 -2.020 0.221
H 2.808 -0.990 1.787
H -0.789 -1.694 -0.022
H 0.181 -2.638 1.278
H 0.417 -2.736 -0.620
H -0.848 2.506 -0.378
H -2.398 3.168 -0.301
H -1.711 2.565 1.277
H 0.817 0.970 1.467
H -1.038 -0.440 -1.887
H -0.485 0.041 1.237
*
```

- Total energy: -34653.4466 eV
- LUMO: 3.54 eV
- Energy relative to the best compared isomer or geometry (same formula, charge and spin): 4.6 kcal per mole
- HOMO level: -5.903 eV
- Orbital gap: 9.447 eV